--- A ---
Below is the ion C2H2N3O with charge +1, with properties calculated with ωB97M-V/def2-TZVPD.

Calculated values
**Total charge**: +1
**HOMO-LUMO gap**: 9.297 eV

Last column: Löwdin charge in e.
Geometry (Å):
1 C -0.136 0.415 0.863  -0.026
2 C 0.691 -1.300 -0.457  -0.219
3 N -0.538 1.577 0.294  -0.045
4 N -1.245 2.303 -0.078  0.337
5 N -0.126 -0.385 -0.404  0.118
6 O 1.441 -2.115 -0.548  0.400
7 H 0.749 0.398 1.484  0.127
8 H -0.837 -0.894 -1.153  0.308

--- B ---
Below is a cluster of 2 separate species, C2H2N3O in total, with properties calculated with ωB97M-V/def2-TZVPD.

Calculated values
**Total charge**: +1
**HOMO-LUMO gap (alpha / beta)**: 8.057 / 7.592 eV

Last column: Löwdin charge in e.
Geometry (Å):
1 C -0.683 1.225 0.624  -0.143
2 C -0.575 -0.097 0.236  0.016
3 N -0.690 2.330 0.917  0.277
4 N -1.088 -1.177 0.139  0.051
5 N 1.261 -0.268 -0.819  0.285
6 O -1.511 -2.226 0.051  0.363
7 H 1.393 0.709 -1.102  0.074
8 H 1.893 -0.497 -0.045  0.077

Verdict on stability: B comes out at the bottom.

--- A ---
Below is the molecule CH2O2S, with properties calculated with ωB97M-V/def2-TZVPD.

Calculated values
**HOMO-LUMO gap**: 9.745 eV

Last column: Löwdin charge in e.
Geometry (Å):
1 O -0.180 0.615 -1.482  -0.001
2 C 0.109 0.440 -0.299  -0.937
3 O 0.481 1.384 0.605  0.018
4 S -0.236 -1.096 0.519  0.759
5 H 0.430 0.694 1.372  0.071
6 H 0.294 -1.800 -0.874  0.090

--- B ---
Below is a cluster of 2 separate species, CH2O2S in total, with properties calculated with ωB97M-V/def2-TZVPD.

Calculated values
**HOMO-LUMO gap**: 9.986 eV

Last column: Löwdin charge in e.
Geometry (Å):
1 C -4.719 0.307 2.402  -0.026
2 O -4.662 -0.713 1.964  0.030
3 O 1.249 0.074 0.087  -0.541
4 S -0.235 -0.425 0.632  0.652
5 H -1.146 0.190 -0.319  -0.096
6 H 1.414 -0.639 -0.508  -0.019

--- C ---
Below is a cluster of 2 separate species, CH2O2S in total, with properties calculated with ωB97M-V/def2-TZVPD.

Calculated values
**HOMO-LUMO gap (alpha / beta)**: 8.861 / 8.863 eV

Last column: Löwdin charge in e.
Geometry (Å):
1 C -0.576 -0.363 -0.399  -0.167
2 O -2.920 -1.139 -0.022  -0.325
3 O -2.748 1.343 -0.098  -0.313
4 S -2.150 0.050 0.090  0.683
5 H 0.690 0.690 0.358  0.221
6 H -0.301 -1.244 -0.042  -0.099

--- D ---
Below is the molecule CH2O2S, with properties calculated with ωB97M-V/def2-TZVPD.

Calculated values
**HOMO-LUMO gap**: 9.358 eV

Last column: Löwdin charge in e.
Geometry (Å):
1 C -0.859 -0.151 0.170  -0.392
2 O -1.808 0.355 0.657  0.050
3 O 1.489 -0.316 0.664  -0.589
4 S 0.824 0.689 -0.103  0.863
5 H 1.241 0.648 -1.415  -0.031
6 H -0.888 -1.225 0.029  0.100

Verdict on stability: C comes out at the bottom.

--- A ---
Below is the ion C6H11N2O with charge +1, with properties calculated with ωB97M-V/def2-TZVPD.

Calculated values
**Total charge**: +1
**HOMO-LUMO gap (alpha / beta)**: 6.749 / 6.749 eV

Last column: Löwdin charge in e.
Geometry (Å):
1 C 0.785 -0.761 0.028  -0.250
2 C -1.045 0.415 1.607  -0.163
3 C -0.263 -0.786 1.237  -0.287
4 C 0.831 1.548 -1.169  0.033
5 C -0.806 -0.309 -1.777  0.017
6 C 0.335 0.207 -1.081  -0.111
7 N -0.096 -0.228 2.527  0.144
8 N -1.739 -0.791 1.136  0.110
9 O 2.055 -0.399 0.501  0.021
10 H 0.742 -1.747 -0.368  0.139
11 H -1.257 1.478 1.412  0.166
12 H 1.529 1.603 -1.965  0.124
13 H 1.430 1.618 -0.220  0.128
14 H -0.028 2.221 -1.340  0.138
15 H -1.247 0.119 -2.699  0.134
16 H -1.590 -0.467 -1.044  0.105
17 H -0.474 -1.403 -1.851  0.150
18 H 0.884 0.213 2.339  0.147
19 H -2.361 -1.362 1.724  0.131
20 H 2.315 -1.168 1.003  0.124

--- B ---
Below is the ion C6H11N2O with charge +1, with properties calculated with ωB97M-V/def2-TZVPD.

Calculated values
**Total charge**: +1
**HOMO-LUMO gap (alpha / beta)**: 8.078 / 8.071 eV

Last column: Löwdin charge in e.
Geometry (Å):
1 C 1.835 0.837 0.642  -0.097
2 C 0.728 1.477 0.643  0.263
3 C 0.978 -1.439 0.147  -0.072
4 C 2.121 -0.515 -0.019  -0.121
5 C -0.515 0.422 -1.827  0.030
6 C -2.416 -0.248 1.167  -0.043
7 N -0.256 -1.163 0.000  0.105
8 N -0.707 0.014 -0.448  -0.218
9 O -1.999 0.294 -0.074  -0.100
10 H 2.718 1.259 1.122  0.145
11 H 0.065 2.266 0.886  0.096
12 H 1.163 -2.433 0.532  0.136
13 H 2.323 -0.297 -1.071  0.130
14 H 3.023 -0.948 0.409  0.128
15 H 0.533 0.377 -2.099  0.093
16 H -1.089 -0.237 -2.486  0.118
17 H -0.889 1.436 -1.945  0.113
18 H -1.739 0.055 1.970  0.093
19 H -2.475 -1.335 1.126  0.093
20 H -3.403 0.177 1.327  0.108

--- C ---
Below is the ion C6H11N2O with charge +1, with properties calculated with ωB97M-V/def2-TZVPD.

Calculated values
**Total charge**: +1
**HOMO-LUMO gap (alpha / beta)**: 8.757 / 8.775 eV

Last column: Löwdin charge in e.
Geometry (Å):
1 C 2.022 -1.206 -0.064  -0.026
2 C 0.053 0.836 0.304  0.029
3 C 0.708 -1.863 0.465  -0.113
4 C -0.430 -1.379 -0.394  -0.103
5 C 0.227 2.282 0.286  -0.026
6 C -2.171 0.445 -0.309  -0.025
7 N 2.047 0.065 -0.055  -0.105
8 N -0.871 -0.010 0.023  -0.099
9 O 2.775 0.969 -0.333  0.082
10 H 2.818 -1.918 -0.092  0.137
11 H 0.963 -2.997 0.474  0.165
12 H 0.455 -1.604 1.450  0.100
13 H -0.147 -1.437 -1.388  0.122
14 H -1.291 -1.954 -0.266  0.117
15 H 1.212 2.616 0.543  0.073
16 H -0.344 2.839 1.112  0.138
17 H -0.119 2.731 -0.702  0.142
18 H -3.049 -0.061 0.334  0.159
19 H -2.502 0.074 -1.262  0.098
20 H -2.357 1.573 -0.125  0.137

Verdict on stability: A comes out at the bottom.

--- A ---
Below is a cluster of 2 separate species, C7H10O in total, with properties calculated with ωB97M-V/def2-TZVPD.

Calculated values
**HOMO-LUMO gap**: 9.684 eV

Last column: Löwdin charge in e.
Geometry (Å):
1 C -0.171 -1.625 -1.439  0.007
2 C -0.497 -0.699 -0.556  -0.072
3 C -1.093 0.063 0.319  -0.389
4 C -2.116 -0.362 1.243  -0.070
5 C -0.655 1.507 0.381  -0.039
6 H -0.812 -1.769 -2.305  0.056
7 H 0.641 -2.283 -1.416  0.021
8 H -3.100 -0.006 0.748  0.126
9 H -1.965 0.023 2.280  0.097
10 H -2.107 -1.428 1.269  0.067
11 H -1.175 1.984 -0.477  0.107
12 H 0.364 1.506 0.116  0.016
13 H -0.672 1.943 1.323  0.063
14 C 2.735 -0.206 -0.625  0.003
15 C 2.609 0.781 0.206  -0.275
16 O 2.473 1.720 0.920  0.130
17 H 3.221 0.025 -1.609  0.098
18 H 2.320 -1.173 -0.378  0.053

--- B ---
Below is a cluster of 2 separate species, C7H10O in total, with properties calculated with ωB97M-V/def2-TZVPD.

Calculated values
**HOMO-LUMO gap**: 8.790 eV

Last column: Löwdin charge in e.
Geometry (Å):
1 C -1.637 -0.906 -2.807  0.112
2 C -1.198 -1.025 -1.691  -0.223
3 C 0.515 1.104 1.284  -0.362
4 C 0.338 0.863 -0.143  -0.050
5 C 0.240 2.355 1.957  -0.064
6 C 0.552 -2.340 -0.586  -0.090
7 C -0.498 -1.207 -0.474  -0.209
8 O 1.628 1.109 0.348  -0.014
9 H -2.044 -0.727 -3.774  0.019
10 H 0.401 0.225 1.879  0.130
11 H 0.159 1.386 -1.053  0.108
12 H 0.258 3.255 1.253  0.117
13 H 0.877 2.474 2.840  0.082
14 H -0.790 2.268 2.405  0.100
15 H 0.902 -2.347 -1.637  0.080
16 H 1.488 -2.274 0.098  0.095
17 H -0.008 -3.235 -0.221  0.078
18 H -1.183 -0.978 0.322  0.090

--- C ---
Below is a cluster of 2 separate species, C7H10O in total, with properties calculated with ωB97M-V/def2-TZVPD.

Calculated values
**HOMO-LUMO gap**: 9.725 eV

Last column: Löwdin charge in e.
Geometry (Å):
1 C -1.823 1.643 -1.273  -0.060
2 C -0.960 0.545 -0.775  -0.278
3 C 0.427 0.573 -1.140  -0.079
4 C 1.245 -0.447 -0.925  -0.090
5 C 0.736 -1.437 -0.062  -0.122
6 C -0.446 -1.357 0.669  -0.106
7 C -1.217 -0.346 0.257  -0.097
8 H -1.304 2.665 -1.139  0.109
9 H -1.507 1.681 -2.408  0.115
10 H -2.857 1.604 -0.993  0.066
11 H 0.593 1.258 -1.935  0.099
12 H 2.209 -0.574 -1.365  0.107
13 H 1.481 -2.076 0.422  0.099
14 H -0.652 -2.149 1.373  0.116
15 H -2.329 -0.248 0.495  0.134
16 O 1.701 0.344 2.626  -0.156
17 H 1.916 -0.618 2.112  0.119
18 H 1.064 0.660 1.924  0.024

Verdict on stability: B comes out at the bottom.

--- A ---
Below is a cluster of 2 separate species, H4N2O2Si in total, with properties calculated with ωB97M-V/def2-TZVPD.

Calculated values
**HOMO-LUMO gap**: 8.456 eV

Last column: Löwdin charge in e.
Geometry (Å):
1 N 0.194 0.845 -0.229  -0.281
2 Si 1.818 1.101 -0.303  0.666
3 H -0.282 1.670 -0.673  -0.012
4 H 2.800 1.912 -1.260  -0.075
5 H 2.689 0.471 0.806  -0.081
6 O -2.952 -2.563 0.446  -0.028
7 N -2.413 -1.511 0.704  -0.141
8 O -1.175 -1.422 0.154  -0.095
9 H -0.679 -0.505 0.353  0.047

--- B ---
Below is the molecule H4N2O2Si, with properties calculated with ωB97M-V/def2-TZVPD.

Calculated values
**HOMO-LUMO gap**: 10.190 eV

Last column: Löwdin charge in e.
Geometry (Å):
1 N 0.355 1.382 0.754  -0.103
2 Si -0.493 -0.066 0.418  0.660
3 N 0.480 -1.121 -0.916  -0.521
4 O 1.678 -1.214 -1.009  0.000
5 O -0.299 -1.482 -1.763  -0.041
6 H 1.021 1.893 0.194  0.044
7 H -0.360 2.038 1.081  0.028
8 H -1.910 -0.179 -0.086  -0.028
9 H -0.474 -1.251 1.326  -0.039

Verdict on stability: A comes out at the bottom.

--- A ---
Below is a structure of composition C8H10O2, with properties calculated with ωB97M-V/def2-TZVPD.

Calculated values
**HOMO-LUMO gap**: 9.609 eV

Last column: Löwdin charge in e.
Geometry (Å):
1 C -2.116 1.137 0.802  -0.036
2 C -1.332 1.450 -0.337  -0.064
3 C -1.056 0.409 -1.302  -0.102
4 C -1.771 -0.735 -1.129  -0.155
5 C -2.588 -1.233 -0.047  -0.086
6 C -2.591 -0.313 1.028  -0.065
7 C 2.546 0.078 0.196  -0.679
8 C 1.926 -0.870 1.326  -0.038
9 H -2.455 1.700 1.561  0.036
10 H -0.854 2.351 -0.415  0.062
11 H -0.623 0.374 -2.334  0.120
12 H -1.622 -1.369 -2.005  0.090
13 H -2.962 -2.248 -0.026  0.089
14 H -2.965 -0.761 2.052  0.121
15 H 3.657 -0.148 -1.355  0.217
16 H 1.446 -0.262 2.212  0.078
17 H 1.423 -1.987 0.830  0.158
18 H 3.201 -1.187 1.909  0.173
19 O 2.575 1.250 0.131  0.100
20 O 2.882 -0.749 -0.838  -0.021

--- B ---
Below is a cluster of 2 separate species, C8H10O2 in total, with properties calculated with ωB97M-V/def2-TZVPD.

Calculated values
**HOMO-LUMO gap**: 8.967 eV

Last column: Löwdin charge in e.
Geometry (Å):
1 O 1.656 0.654 0.478  0.016
2 C 0.397 0.379 0.948  -0.330
3 C -0.231 1.371 1.702  -0.026
4 C -1.510 1.148 2.206  -0.095
5 C -2.169 -0.058 1.963  -0.116
6 C -1.536 -1.045 1.209  -0.095
7 C -0.255 -0.830 0.701  -0.050
8 H 1.975 -0.129 -0.033  0.057
9 H 0.300 2.315 1.885  0.120
10 H -1.999 1.933 2.799  0.106
11 H -3.178 -0.229 2.362  0.100
12 H -2.042 -1.999 1.010  0.106
13 H 0.242 -1.608 0.107  0.109
14 C 0.785 0.229 -2.536  -0.044
15 C 1.730 -0.938 -2.416  -0.259
16 O 2.274 -1.251 -1.375  0.014
17 H 1.309 1.157 -2.249  0.098
18 H -0.069 0.081 -1.853  0.082
19 H 0.398 0.347 -3.562  0.080
20 H 1.923 -1.527 -3.345  0.125

Verdict on stability: A comes out at the bottom.